(1)
ORCA calculation (ωB97M-V/def2-TZVPD) on a structure of composition C34H57N3O2RuSSi in a non-equilibrium geometry.

Results
Relative energy (zero: lowest compared OMol25 entry of this formula, charge and spin) in kcal per mole: 57.1
Multiplicity: 6
LUMO (alpha / beta) in eV: -2.6 / -4.9
Charge: +1
Calculated total energy in a.u.: -2426.5771
Highest occupied orbital energy (alpha / beta) in eV: -10.01 / -10.49

CARTESIAN COORDINATES (ANGSTROEM)
O 1.057 2.541 2.153
O -1.230 2.512 1.193
C 1.716 1.669 3.074
C 2.937 2.089 3.782
H 1.891 0.699 2.643
H 0.949 1.494 3.853
H 3.711 2.648 3.241
H 3.515 1.249 4.197
H 2.679 2.658 4.680
C 1.733 3.106 0.987
C 1.524 4.603 0.784
H 1.336 2.525 0.137
H 2.807 2.938 1.108
H 0.504 4.814 0.407
H 2.220 4.920 0.013
H 1.789 5.262 1.651
C -2.179 2.632 0.026
C -1.793 3.075 2.445
C -1.526 3.581 -0.970
H -3.160 3.011 0.337
H -2.256 1.615 -0.379
H -1.443 4.610 -0.555
H -2.177 3.651 -1.886
H -0.521 3.221 -1.275
C -1.629 4.579 2.458
H -1.187 2.589 3.231
H -2.845 2.766 2.552
H -0.569 4.840 2.413
H -2.061 4.961 3.418
H -2.178 5.046 1.616
H -0.716 1.570 1.408
N 1.688 -1.890 -0.563
C 1.910 -3.175 -1.267
C 1.267 -3.129 -2.597
C 0.110 -2.461 -2.907
C 3.369 -3.478 -1.465
H 4.007 -3.417 -0.575
H 3.868 -2.844 -2.229
H 3.497 -4.517 -1.797
C -0.402 -2.586 -4.331
H -0.573 -1.592 -4.777
H -1.335 -3.169 -4.392
H 0.388 -3.110 -4.894
N -0.628 -1.701 -2.058
C 2.772 -1.134 -0.140
C 3.434 -1.398 1.102
C 2.900 -2.400 2.082
C 4.580 -0.664 1.370
H 5.103 -0.894 2.294
C 5.060 0.307 0.486
H 5.996 0.821 0.683
C 4.386 0.559 -0.718
H 4.724 1.322 -1.415
C 3.265 -0.183 -1.074
C 2.584 -0.002 -2.399
C -1.943 -1.262 -2.408
C -3.040 -2.108 -2.125
C -2.854 -3.548 -1.764
C -4.324 -1.565 -2.167
H -5.163 -2.233 -1.986
C -4.489 -0.230 -2.526
H -5.492 0.199 -2.546
C -3.420 0.562 -2.899
H -3.554 1.586 -3.256
C -2.124 0.065 -2.843
C -0.963 0.882 -3.303
Ru -0.255 -1.825 0.026
H 3.283 -2.208 3.085
H 3.154 -3.431 1.812
H 1.810 -2.393 2.173
H 1.495 0.130 -2.316
H 2.735 -0.878 -3.044
H 2.963 0.886 -2.913
H -3.841 -3.995 -1.580
H -2.194 -3.729 -0.890
H -2.444 -4.110 -2.622
H -0.392 0.397 -4.104
H -0.265 1.132 -2.491
H -1.324 1.839 -3.701
H 1.753 -3.683 -3.430
C -0.501 0.006 1.110
Si -2.145 -0.794 1.852
H -0.371 0.399 0.038
H 0.425 -0.074 1.705
C -2.174 -0.493 3.709
C -2.415 -2.648 1.541
C -3.701 -0.072 1.048
H -4.583 -0.598 1.438
H -3.723 -0.224 -0.046
H -3.850 0.985 1.299
H -1.566 -1.255 4.211
H -3.200 -0.601 4.095
H -1.819 0.514 3.988
H -1.470 -3.198 1.317
H -3.161 -2.756 0.738
H -2.864 -3.088 2.438
S 1.905 -5.537 0.368
C 1.180 -4.154 -0.312
N 0.056 -3.629 0.114


(2)
ORCA calculation (ωB97M-V/def2-TZVPD) on an isolated molecule of C21H19NO4S in a non-equilibrium geometry.

Results
Relative energy (zero: lowest compared OMol25 entry of this formula, charge and spin) in kcal per mole: 6.9
LUMO in eV: 0.1
Charge: 0
Structure (SMILES): CN(CCOc1ccccc1)S(=O)(=O)c1ccc2oc3ccccc3c2c1
Calculated total energy in a.u.: -1565.5285
Highest occupied orbital energy in eV: -8.56

CARTESIAN COORDINATES (ANGSTROEM)
C -2.807 -0.240 -2.381
N -2.807 0.478 -1.134
C -2.153 1.754 -1.062
C -0.640 1.710 -1.359
O -0.059 2.989 -1.301
C 0.203 3.570 -0.090
C 0.685 4.878 -0.150
C 1.008 5.556 1.007
C 0.859 4.943 2.241
C 0.383 3.647 2.301
C 0.054 2.956 1.147
S -3.012 -0.378 0.277
O -3.874 -1.480 -0.028
O -3.399 0.559 1.289
C -1.393 -1.021 0.708
C -0.756 -0.514 1.835
C 0.511 -0.944 2.188
C 1.103 -1.900 1.378
O 2.328 -2.452 1.552
C 2.491 -3.357 0.545
C 3.596 -4.161 0.333
C 3.554 -5.018 -0.753
C 2.448 -5.071 -1.598
C 1.346 -4.266 -1.386
C 1.366 -3.398 -0.302
C 0.447 -2.435 0.245
C -0.823 -1.987 -0.093
H -1.806 -0.571 -2.681
H -3.451 -1.106 -2.243
H -3.222 0.394 -3.165
H -2.623 2.441 -1.774
H -2.330 2.131 -0.053
H -0.476 1.386 -2.391
H -0.133 1.003 -0.688
H 0.796 5.338 -1.119
H 1.378 6.569 0.946
H 1.110 5.474 3.147
H 0.261 3.159 3.257
H -0.317 1.947 1.228
H -1.291 0.207 2.432
H 1.019 -0.562 3.058
H 4.448 -4.117 0.991
H 4.398 -5.662 -0.948
H 2.456 -5.755 -2.432
H 0.487 -4.309 -2.038
H -1.364 -2.387 -0.934


(3)
ORCA calculation (ωB97M-V/def2-TZVPD) on a cluster of 14 separate species, C22H72N10O14 in total in a non-equilibrium geometry.

Results
Relative energy (zero: lowest compared OMol25 entry of this formula, charge and spin) in kcal per mole: 0.0
LUMO in eV: 0.3
Charge: 0
Calculated total energy in a.u.: -2482.3744
Highest occupied orbital energy in eV: -9.26

CARTESIAN COORDINATES (ANGSTROEM)
C -0.848 -0.454 -3.531
O -0.008 -1.095 -2.607
H -0.164 0.179 -4.097
H -1.285 -1.171 -4.226
H -1.591 0.142 -3.002
H 0.144 -0.498 -1.871
C -0.321 -0.033 0.484
O 0.351 0.665 -0.569
H -0.045 0.266 1.495
H -1.399 0.126 0.438
H -0.052 -1.088 0.457
H 0.130 1.598 -0.525
C -1.369 1.259 4.123
O -2.119 0.520 5.089
H -0.565 0.711 3.632
H -2.123 1.692 3.465
H -0.887 2.054 4.690
H -1.408 0.060 5.541
C -2.573 -2.663 2.461
O -1.202 -2.550 2.867
H -2.962 -3.680 2.422
H -3.319 -2.136 3.056
H -2.712 -2.280 1.450
H -0.721 -3.208 2.360
C -0.540 -4.503 0.120
O -0.044 -4.663 1.388
H 0.215 -4.405 -0.661
H -0.915 -5.506 -0.081
H -1.323 -3.753 0.016
H 0.860 -4.955 1.251
C 3.123 -3.839 1.249
O 2.642 -4.963 1.057
N 3.348 -2.994 0.281
N 3.307 -3.267 2.390
H 3.087 -3.203 -0.672
H 3.681 -2.059 0.473
H 3.194 -3.724 3.284
H 3.676 -2.336 2.259
C -0.645 3.740 -4.668
O -1.071 4.076 -3.598
N -0.836 4.389 -5.771
N 0.152 2.791 -4.832
H -0.458 4.051 -6.644
H -1.491 5.155 -5.697
H 0.591 2.693 -5.736
H 0.542 2.344 -4.014
C -4.625 2.552 -2.341
O -4.887 2.137 -3.430
N -3.569 3.252 -2.063
N -5.393 2.429 -1.299
H -2.847 3.380 -2.757
H -3.406 3.492 -1.095
H -6.356 2.137 -1.382
H -5.062 2.945 -0.496
C 2.484 -3.974 -3.452
O 3.176 -3.515 -2.558
N 2.595 -5.194 -3.905
N 1.597 -3.314 -4.168
H 1.972 -5.615 -4.580
H 3.343 -5.779 -3.560
H 1.284 -2.414 -3.831
H 1.243 -3.667 -5.045
C 1.293 -1.171 5.807
O 0.499 -0.273 6.115
N 2.478 -1.290 6.377
N 1.101 -1.978 4.806
H 2.731 -0.652 7.118
H 3.060 -2.070 6.107
H 1.732 -2.764 4.747
H 0.235 -1.938 4.288
C 2.755 0.312 -4.550
C 3.452 1.061 -3.426
C 2.663 2.281 -2.928
O 3.538 0.145 -2.392
H 2.491 1.012 -5.344
H 1.791 -0.082 -4.226
H 3.290 -0.441 -5.129
H 4.437 1.334 -3.804
H 3.256 2.776 -2.158
H 1.702 1.920 -2.563
H 2.470 3.026 -3.699
H 2.696 -0.100 -2.003
C 2.858 0.071 2.536
C 3.669 0.465 1.329
C 4.572 1.700 1.531
O 4.551 -0.534 0.965
H 2.098 -0.617 2.164
H 2.365 0.869 3.090
H 3.432 -0.449 3.303
H 3.079 0.726 0.449
H 5.344 1.503 2.275
H 3.964 2.526 1.898
H 4.972 2.095 0.598
H 5.072 -0.784 1.732
C -0.292 3.818 1.537
C 0.079 4.242 0.116
C 1.594 4.214 -0.063
O -0.469 3.296 -0.771
H 0.036 4.592 2.230
H 0.261 2.911 1.780
H -1.373 3.726 1.644
H -0.318 5.239 -0.078
H 1.827 4.527 -1.080
H 1.876 3.176 0.114
H 2.077 4.885 0.648
H -0.674 3.718 -1.609
C -6.915 -0.629 2.782
C -6.457 -1.017 1.334
C -5.231 -0.153 1.019
O -6.100 -2.356 1.244
H -7.731 -1.298 3.054
H -7.160 0.431 2.843
H -6.166 -0.804 3.554
H -7.235 -0.842 0.591
H -4.423 -0.450 1.688
H -5.344 0.915 1.203
H -4.782 -0.439 0.068
H -6.319 -2.719 2.106


(4)
ORCA calculation (ωB97M-V/def2-TZVPD) on a structure of composition C25H33AlN6O3S3.

Results
Relative energy (zero: lowest compared OMol25 entry of this formula, charge and spin) in kcal per mole: 10.3
LUMO in eV: 0.4
Charge: 0
Calculated total energy in a.u.: -2963.8059
Highest occupied orbital energy in eV: -7.57

CARTESIAN COORDINATES (ANGSTROEM)
Al -1.264 -0.784 -0.063
C 0.308 -2.692 3.358
C -0.527 -1.753 2.544
N -0.058 -1.185 1.478
N 1.308 -1.402 1.248
C 1.701 -1.053 0.079
S 0.698 -0.436 -1.215
S 3.395 -1.174 -0.375
C 4.207 -1.478 1.222
C 4.579 -0.220 1.964
C 3.730 0.329 2.921
C 4.077 1.503 3.578
C 5.276 2.142 3.288
C 6.132 1.593 2.342
C 5.784 0.420 1.688
C -1.891 -1.443 3.005
C -2.270 -1.854 4.290
C -3.490 -1.519 4.836
C -4.377 -0.752 4.082
C -4.041 -0.342 2.810
C -2.807 -0.682 2.245
O -2.567 -0.283 1.008
H 1.140 -3.058 2.772
H -0.309 -3.530 3.674
H 0.694 -2.189 4.248
H 5.098 -2.046 0.956
H 3.548 -2.117 1.807
H 2.792 -0.165 3.137
H 3.407 1.921 4.319
H 5.545 3.056 3.801
H 7.074 2.077 2.117
H 6.456 -0.004 0.949
H -1.583 -2.441 4.882
H -3.749 -1.846 5.834
H -5.343 -0.482 4.493
H -4.720 0.246 2.204
C -3.377 -2.258 -3.459
C -2.669 -2.058 -2.161
N -2.355 -0.881 -1.749
O -2.706 0.166 -2.600
C -2.300 -3.176 -1.290
C -2.704 -4.590 -1.532
N -1.625 -2.812 -0.223
O -1.265 -3.658 0.654
H -2.871 -1.702 -4.247
H -4.391 -1.859 -3.390
H -3.422 -3.311 -3.723
H -2.578 0.956 -2.027
H -3.721 -4.660 -1.920
H -2.647 -5.124 -0.586
H -2.037 -5.093 -2.239
C 2.632 2.906 -2.836
C 1.611 3.745 -2.082
N 0.570 2.930 -1.461
C -0.748 2.931 -1.634
S -1.757 2.196 -0.454
N -1.302 3.516 -2.713
C -0.751 3.592 -4.068
C -1.736 2.985 -5.052
H 3.410 3.546 -3.257
H 2.173 2.338 -3.646
H 3.107 2.189 -2.164
H 1.147 4.499 -2.710
H 2.111 4.284 -1.275
H 0.860 2.331 -0.698
H -2.308 3.543 -2.648
H 0.181 3.036 -4.091
H -0.527 4.626 -4.335
H -1.901 1.930 -4.833
H -1.357 3.077 -6.070
H -2.699 3.500 -5.008


(5)
ORCA calculation (ωB97M-V/def2-TZVPD) on a cluster of 2 separate species, C6H16N in total in a non-equilibrium geometry.

Results
Relative energy (zero: lowest compared OMol25 entry of this formula, charge and spin) in kcal per mole: 90.9
LUMO in eV: -7.6
Charge: +1
Calculated total energy in a.u.: -292.5793
Highest occupied orbital energy in eV: -14.50

CARTESIAN COORDINATES (ANGSTROEM)
C -2.515 -0.354 1.112
C -1.299 0.498 0.747
C -0.420 -0.075 -0.393
C -1.223 -0.171 -1.732
C 0.884 0.676 -0.534
C 2.049 -0.100 -1.193
N 2.164 -0.321 1.762
H -2.209 -1.414 1.281
H -3.275 -0.356 0.287
H -2.993 0.069 2.060
H -1.607 1.534 0.499
H -0.191 -1.091 -0.070
H -2.242 -0.667 -1.601
H -0.628 -0.704 -2.507
H -1.362 0.846 -2.153
H 1.906 0.309 1.020
H 0.867 1.708 -0.892
H 2.261 -1.109 -0.691
H 2.910 0.483 -1.101
H 1.946 -0.212 -2.319
H -0.670 0.556 1.554
H 2.198 0.078 2.661
H 3.095 -0.636 1.597


(6)
ORCA calculation (ωB97M-V/def2-TZVPD) on a structure of composition C31H35BrN8O2Pt in a non-equilibrium geometry.

Results
Relative energy (zero: lowest compared OMol25 entry of this formula, charge and spin) in kcal per mole: 7.1
LUMO (alpha / beta) in eV: -8.4 / -9.3
Charge: +2
Calculated total energy in a.u.: -4483.7366
Highest occupied orbital energy (alpha / beta) in eV: -12.45 / -11.71

CARTESIAN COORDINATES (ANGSTROEM)
Pt -0.173 0.173 -1.303
C 0.013 -5.380 5.147
C -1.392 -4.813 4.945
C -1.933 -4.348 6.311
C -2.302 -5.917 4.384
C -1.412 -3.632 3.994
C -0.223 -3.082 3.469
C -0.294 -2.013 2.627
Br 1.298 -1.228 1.993
C -1.573 -1.426 2.213
O -1.594 -0.525 1.380
C -2.789 -1.972 2.819
C -2.656 -3.041 3.654
C -4.125 -1.327 2.484
C -4.100 0.151 2.918
C -5.285 -2.006 3.210
C -4.395 -1.433 0.969
H -0.045 -6.251 5.799
H 0.681 -4.662 5.625
H 0.463 -5.704 4.206
H -1.917 -5.188 7.006
H -2.960 -3.989 6.242
H -1.319 -3.550 6.731
H -2.285 -6.771 5.063
H -1.959 -6.259 3.406
H -3.337 -5.592 4.288
H 0.738 -3.488 3.741
H -3.542 -3.472 4.094
H -4.033 0.233 4.004
H -5.026 0.634 2.604
H -3.261 0.695 2.488
H -5.183 -1.943 4.294
H -5.393 -3.055 2.928
H -6.212 -1.500 2.940
H -3.589 -1.003 0.370
H -5.321 -0.907 0.731
H -4.524 -2.477 0.675
O -2.130 -0.152 -1.380
C -2.676 -0.808 -2.331
C -3.999 -0.434 -2.722
C -4.620 -1.055 -3.769
C -3.965 -2.083 -4.463
C -2.696 -2.508 -4.077
C -2.040 -1.918 -3.017
C -0.799 -2.478 -2.495
N 0.063 -1.845 -1.717
C 1.029 -2.745 -1.344
C 0.762 -3.937 -1.938
N -0.388 -3.750 -2.664
H -4.457 0.378 -2.174
H -5.610 -0.751 -4.078
H -4.452 -2.559 -5.303
H -2.219 -3.308 -4.630
H 1.795 -2.491 -0.627
H 1.260 -4.888 -1.878
H -0.896 -4.468 -3.156
N -2.318 2.061 0.386
C -1.414 2.780 -0.269
N -1.539 4.101 -0.293
C -0.572 4.772 -0.920
N -0.684 6.094 -0.992
N 0.545 4.226 -1.482
C 0.560 2.928 -1.432
N -0.385 2.131 -0.895
C 1.742 2.177 -1.919
C 2.876 2.805 -2.396
C 3.973 2.038 -2.745
C 3.898 0.663 -2.595
C 2.730 0.100 -2.121
N 1.656 0.833 -1.796
H -3.048 2.571 0.856
H -2.227 1.066 0.541
H -1.476 6.551 -0.573
H 0.040 6.634 -1.433
H 2.875 3.883 -2.471
H 4.873 2.505 -3.120
H 4.731 0.021 -2.840
H 2.642 -0.967 -2.022


(7)
ORCA calculation (ωB97M-V/def2-TZVPD) on a cluster of 2 separate species, C4H15N3O in total in a non-equilibrium geometry.

Results
Relative energy (zero: lowest compared OMol25 entry of this formula, charge and spin) in kcal per mole: 56.2
LUMO in eV: 0.6
Charge: 0
Structure (SMILES): NCCNCCN.O
Calculated total energy in a.u.: -400.8286
Highest occupied orbital energy in eV: -8.29

CARTESIAN COORDINATES (ANGSTROEM)
N -1.608 -1.012 -0.636
C -1.557 0.409 -1.086
C -0.423 1.414 -0.832
N -0.165 1.898 0.532
C 0.720 1.149 1.464
C 0.197 -0.243 2.086
N 1.010 -1.285 1.532
H -1.080 -1.663 -1.200
H -1.018 -0.825 0.177
H -2.597 0.741 -0.836
H -1.600 0.380 -2.209
H 0.479 0.890 -1.212
H -0.648 2.347 -1.391
H -1.100 1.901 0.904
H 0.858 1.946 2.235
H 1.728 1.101 1.015
H -0.912 -0.268 1.981
H 0.195 0.019 3.168
H 0.562 -1.670 0.710
H 1.428 -1.982 2.117
O 1.421 -1.631 -2.526
H 1.813 -2.077 -3.301
H 2.211 -1.297 -2.081


(8)
ORCA calculation (ωB97M-V/def2-TZVPD) on the ion C3H5N2O2 with charge +1 in a non-equilibrium geometry.

Results
Relative energy (zero: lowest compared OMol25 entry of this formula, charge and spin) in kcal per mole: 96.2
LUMO in eV: -4.8
Charge: +1
Structure (SMILES): [NH3+][C@@H]1C(=O)N2O[C@@H]12
Calculated total energy in a.u.: -376.8828
Highest occupied orbital energy in eV: -15.00

CARTESIAN COORDINATES (ANGSTROEM)
N -1.380 -0.499 0.028
C -0.022 -0.147 -0.488
C 1.124 -0.661 0.508
O 1.395 -1.728 0.894
N 1.488 0.720 0.820
O 1.779 1.310 -0.516
C 0.547 1.273 -0.086
H -1.347 -1.530 -0.047
H -2.077 -0.129 -0.566
H -1.443 -0.393 1.008
H -0.083 -0.421 -1.584
H 0.018 2.204 0.030